Entry 1:
Here is a structure of composition C30H24AuBrClO2P at a distorted geometry from the OMol25 dataset. Energies are from wB97M-V/def2-TZVPD.

Calculated values
Orbital gap (alpha / beta) = 6.514 / 3.194 eV
<S²> = 2.03
Spin multiplicity = 3

Cartesian coordinates (Å):
C -0.919 -1.431 1.824
C -0.718 -1.865 0.494
C 0.608 -2.332 0.353
H -1.484 -1.886 -0.284
C 1.292 -2.169 1.618
C 0.330 -1.477 2.535
H 0.435 -1.412 3.618
H -1.866 -1.133 2.263
H 1.037 -2.758 -0.550
H 2.167 -2.720 1.958
Au 1.862 -0.079 1.833
Cl 3.356 1.482 1.106
P -0.055 0.352 -2.949
C 1.224 -0.707 -3.664
C 1.003 -1.504 -4.803
H 0.063 -1.423 -5.353
C 1.988 -2.403 -5.216
H 1.804 -3.033 -6.088
C 3.199 -2.498 -4.523
H 3.961 -3.207 -4.850
C 3.440 -1.677 -3.410
H 4.393 -1.732 -2.884
C 2.460 -0.789 -2.975
H 2.629 -0.157 -2.098
C -1.683 -0.162 -3.539
C -2.061 -1.521 -3.404
H -1.309 -2.273 -3.148
C -3.390 -1.898 -3.592
H -3.679 -2.945 -3.470
C -4.352 -0.937 -3.930
H -5.394 -1.233 -4.060
C -3.976 0.402 -4.106
H -4.722 1.145 -4.391
C -2.653 0.795 -3.914
H -2.358 1.838 -4.045
C 0.270 2.075 -3.383
C 0.779 2.431 -4.643
H 0.968 1.659 -5.392
C 1.030 3.774 -4.928
H 1.419 4.051 -5.907
C 0.788 4.762 -3.965
H 0.982 5.809 -4.198
C 0.303 4.403 -2.700
H 0.115 5.170 -1.945
C 0.057 3.070 -2.396
H -0.298 2.780 -1.403
Br 1.162 3.011 2.974
C -0.396 2.912 4.017
C -0.324 3.153 5.396
C -1.470 3.003 6.182
C -2.672 2.604 5.577
C -2.728 2.370 4.200
C -1.595 2.557 3.392
C -1.659 2.276 1.876
O -2.042 1.099 1.659
O -1.363 3.212 1.107
H 0.627 3.445 5.835
H -1.418 3.191 7.254
H -3.572 2.479 6.184
H -3.656 2.032 3.734

***

Entry 2:
Here is a structure of composition C30H24BrGeNOReTe from the OMol25 dataset. Energies are from wB97M-V/def2-TZVPD.

Calculated values
Energy above the lowest of the compared OMol25 structures with the same formula, charge and spin = 4.9 kcal/mol
Charge = +3
Orbital gap = 6.321 eV
Spin multiplicity = 1

Cartesian coordinates (Å):
Re 1.800 0.661 3.044
O -1.040 5.156 0.002
C -0.567 4.102 0.619
C -1.315 2.963 0.955
C -0.708 1.932 1.620
N 0.600 1.960 1.972
C 1.302 3.042 1.571
Br 3.151 2.824 1.959
C 0.809 4.133 0.933
H -1.983 5.095 -0.218
H -2.362 2.885 0.690
H -1.254 1.037 1.875
H 1.423 4.976 0.646
Te 1.115 -2.331 1.019
C 2.670 -3.703 1.302
C 3.309 -3.833 2.530
C 4.321 -4.772 2.635
C 4.656 -5.565 1.542
C 3.997 -5.422 0.330
C 2.991 -4.474 0.191
H 3.034 -3.230 3.385
H 4.848 -4.889 3.573
H 5.444 -6.301 1.637
H 4.268 -6.039 -0.516
H 2.492 -4.348 -0.762
C 1.903 -0.664 1.953
Ge -0.328 -2.390 3.412
C 0.423 -3.851 4.357
C 0.272 -5.107 3.755
C 0.779 -6.237 4.374
C 1.432 -6.122 5.594
C 1.569 -4.885 6.209
C 1.069 -3.747 5.594
C 0.044 -0.571 4.180
C 1.205 -0.261 4.936
C 1.322 0.974 5.637
C 0.252 1.855 5.636
C -0.963 1.492 5.024
C -1.067 0.315 4.324
C -2.135 -2.499 2.789
C -3.126 -2.487 3.778
C -4.457 -2.663 3.435
C -4.809 -2.860 2.106
C -3.836 -2.878 1.117
C -2.502 -2.698 1.456
H -0.255 -5.213 2.811
H 0.655 -7.208 3.914
H 1.820 -7.007 6.080
H 2.052 -4.811 7.175
H 1.145 -2.801 6.115
H 1.988 -1.011 5.075
H 2.216 1.183 6.211
H 0.326 2.795 6.170
H -1.821 2.144 5.126
H -2.021 0.028 3.890
H -2.869 -2.357 4.827
H -5.218 -2.661 4.203
H -5.847 -3.006 1.841
H -4.116 -3.040 0.085
H -1.764 -2.727 0.662

***

Q: Among the records above, which one has the lowest spin multiplicity?
A: C30H24BrGeNOReTe